# 1
Density functional theory data (ωB97M-V with the def2-TZVPD basis set) for an isolated molecule of C5H8O.

The HOMO energy is -9.33 eV. As for the net charge: 0. For the calculated total energy, the calculation gives -270.4925 Eh. As for the HOMO-LUMO gap: 10.26 eV. As for the maximum force: 4.4 eV/Å. The SMILES is OC1CC=CC1.

Each atom is followed by the atoms it is bonded to, with distances in Å.
Positions of all 14 atoms, in Å:
1 C -0.8637 0.0153 0.3906  C2 1.509, C5 1.539, H7 1.138, O14 1.377
2 C 0.0395 -1.1205 -0.0242  C1 1.509, C3 1.509, H8 1.147, H9 1.167
3 C 1.4510 -0.5991 -0.1317  C2 1.509, C4 1.289, H10 1.089
4 C 1.4530 0.6896 -0.1400  C3 1.289, C5 1.577, H11 1.115
5 C -0.0159 1.2425 0.0129  C1 1.539, C4 1.577, H12 1.148, H13 1.137
6 H -2.5492 -0.7802 -0.3180  O14 1.046
7 H -0.9485 -0.0472 1.5234  C1 1.138
8 H -0.0131 -2.0346 0.6663  C2 1.147
9 H -0.4214 -1.3557 -1.0706  C2 1.167
10 H 2.3949 -1.1408 -0.0843  C3 1.089
11 H 2.3424 1.3592 -0.2051  C4 1.115
12 H -0.5850 1.4744 -0.9571  C5 1.148
13 H -0.2390 2.1614 0.6440  C5 1.137
14 O -2.0449 0.1356 -0.3060  C1 1.377, H6 1.046

***

# 2
Density functional theory data (ωB97M-V with the def2-TZVPD basis set) for an isolated molecule of C5H8O.

The HOMO energy is -9.96 eV. As for the net charge: 0. For the calculated total energy, the calculation gives -270.4783 Eh. As for the HOMO-LUMO gap: 10.96 eV. As for the maximum force: 0.6 eV/Å. The SMILES is C#CC[C@@H](C)O.

Each atom is followed by the atoms it is bonded to, with distances in Å.
Positions of all 14 atoms, in Å:
1 C -1.7613 -0.2029 -0.5956  C2 1.523, H7 1.096, H8 1.095, H9 1.096
2 C -0.6519 -0.3149 0.4422  C1 1.523, O3 1.408, C4 1.572, H10 1.096
3 O 0.0254 -1.5392 0.2817  C2 1.408, H11 0.969
4 C 0.3041 0.9329 0.4047  C2 1.572, C5 1.459, H12 1.096, H13 1.095
5 C 1.6868 0.5486 0.1428  C4 1.459, C6 1.204
6 C 2.7714 0.0840 -0.0992  C5 1.204, H14 1.067
7 H -1.3400 -0.0779 -1.5993  C1 1.096
8 H -2.3607 -1.1186 -0.5838  C1 1.095
9 H -2.4203 0.6470 -0.3863  C1 1.096
10 H -1.1157 -0.3405 1.4353  C2 1.096
11 H 0.8899 -1.3559 -0.1163  O3 0.969
12 H -0.0138 1.6198 -0.3876  C4 1.096
13 H 0.2640 1.4757 1.3550  C4 1.095
14 H 3.7223 -0.3581 -0.2937  C6 1.067

***

# 3
Density functional theory data (ωB97M-V with the def2-TZVPD basis set) for an isolated molecule of C5H8O.

The HOMO energy is -9.46 eV. As for the net charge: 0. For the calculated total energy, the calculation gives -270.4794 Eh. As for the HOMO-LUMO gap: 10.39 eV. As for the maximum force: 0.8 eV/Å. The SMILES is CC1(C=O)CC1.

Each atom is followed by the atoms it is bonded to, with distances in Å.
Positions of all 14 atoms, in Å:
1 C -0.3266 0.9351 1.3529  C2 1.550, H7 1.102, H8 1.094, H9 1.100
2 C 0.0064 -0.0530 0.2062  C1 1.550, C3 1.581, C4 1.504, C5 1.491
3 C 0.0339 -0.0527 -1.3746  C2 1.581, C4 1.481, H10 1.098, H11 1.082
4 C 1.2679 0.1597 -0.5838  C2 1.504, C3 1.481, H12 1.089, H13 1.088
5 C -0.7243 -1.3518 0.2540  C2 1.491, O6 1.212, H14 1.111
6 O -1.9102 -1.3914 0.5017  C5 1.212
7 H 0.5913 1.4318 1.7074  C1 1.102
8 H -1.0810 1.7098 1.1839  C1 1.094
9 H -0.6708 0.3393 2.2108  C1 1.100
10 H -0.0273 -1.0561 -1.8172  C3 1.098
11 H -0.4996 0.6742 -1.9733  C3 1.082
12 H 1.5642 1.2075 -0.5795  C4 1.089
13 H 2.0916 -0.5508 -0.5789  C4 1.088
14 H -0.1704 -2.2342 -0.1323  C5 1.111